{
  "formula": "C6H16NO",
  "method": "the ωB97M-V functional and the def2-TZVPD basis",
  "symbols": ["C", "C", "C", "C", "C", "C", "N", "H", "H", "H", "H", "H", "H", "H", "H", "H", "H", "H", "H", "H", "H", "H", "H", "O"],
  "coordinates": [[-1.34, 1.56, -0.25], [-2.00, 0.15, -0.34], [-1.26, -0.88, -1.21], [2.58, -1.04, -0.84], [1.18, -0.79, -1.40], [0.12, -1.13, -0.66], [-0.17, 1.44, 0.72], [-0.99, 2.01, -1.19], [-2.06, 2.26, 0.25], [-2.03, -0.28, 0.68], [-3.07, 0.27, -0.67], [-2.04, -1.68, -1.16], [-1.27, -0.59, -2.25], [3.30, -1.32, -1.65], [3.00, -0.02, -0.70], [2.68, -1.63, 0.02], [1.08, -0.55, -2.44], [0.18, -1.70, 0.26], [-0.29, 0.57, 1.27], [-0.01, 2.29, 1.26], [0.74, 1.26, 0.30], [1.03, -0.64, 3.32], [0.10, 0.33, 3.76], [0.55, 0.12, 2.92]],
  "e_tot_ha": -367.931836,
  "de_lowest_kj_mol": 132.88,
  "homo_lumo_gap_ev": 9.851,
  "total_charge": 1,
  "spin_multiplicity": 1
}

=====

{
  "formula": "C6H16NO",
  "method": "the ωB97M-V functional and the def2-TZVPD basis",
  "symbols": ["C", "O", "C", "C", "C", "C", "C", "N", "H", "H", "H", "H", "H", "H", "H", "H", "H", "H", "H", "H", "H", "H", "H", "H"],
  "coordinates": [[1.32, 1.36, -0.79], [2.28, 0.26, -0.70], [-0.12, 0.86, -0.72], [-0.47, -0.38, 0.09], [-1.52, -0.14, 1.13], [-2.83, 0.40, 0.47], [-3.56, -0.82, -0.28], [5.02, -0.72, 0.43], [1.67, 2.08, 0.01], [1.67, 1.83, -1.69], [1.95, -0.55, -1.14], [-0.68, 1.13, -1.66], [-0.84, -1.19, -0.58], [0.39, -0.86, 0.68], [-1.65, -1.04, 1.70], [-1.08, 0.64, 1.79], [-2.36, 1.17, -0.16], [-3.46, 0.89, 1.19], [-3.62, -1.71, 0.42], [-2.92, -1.18, -1.12], [-4.54, -0.67, -0.66], [4.95, -0.55, 1.43], [4.45, -0.05, -0.02], [5.96, -0.76, 0.16]],
  "e_tot_ha": -367.790637,
  "de_lowest_kj_mol": 503.60,
  "homo_lumo_gap_ev": 4.332,
  "total_charge": 1,
  "spin_multiplicity": 1
}

=====

{
  "formula": "C6H16NO",
  "method": "the ωB97M-V functional and the def2-TZVPD basis",
  "symbols": ["C", "C", "C", "C", "C", "N", "C", "O", "H", "H", "H", "H", "H", "H", "H", "H", "H", "H", "H", "H", "H", "H", "H", "H"],
  "coordinates": [[0.56, 2.67, -1.52], [0.97, 1.53, -0.65], [-0.14, 0.41, -0.75], [0.27, -0.40, -1.95], [-0.20, -0.33, 0.61], [0.94, -1.27, 0.80], [-1.51, -1.03, 1.06], [-1.19, -1.52, 2.35], [1.30, 3.45, -1.65], [-0.23, 3.34, -1.06], [0.24, 2.37, -2.52], [1.07, 1.79, 0.41], [1.97, 1.17, -0.94], [-1.13, 0.87, -0.82], [1.12, 0.00, -2.53], [0.88, -1.29, -1.77], [-0.45, -0.68, -2.74], [0.09, 0.45, 1.31], [0.75, -1.91, 1.58], [1.70, -0.68, 1.14], [1.29, -1.72, -0.07], [-2.34, -0.33, 1.03], [-1.80, -1.85, 0.38], [-1.51, -0.90, 3.01]],
  "smiles": "CC[C@@H](C)[C@H]([NH3+])CO",
  "e_tot_ha": -367.925758,
  "de_lowest_kj_mol": 148.84,
  "homo_lumo_gap_ev": 11.335,
  "total_charge": 1,
  "spin_multiplicity": 1
}

=====

{
  "formula": "C6H16NO2",
  "method": "the ωB97M-V functional and the def2-TZVPD basis",
  "symbols": ["C", "C", "C", "C", "C", "N", "C", "H", "H", "H", "H", "H", "H", "H", "H", "H", "H", "H", "H", "H", "H", "O", "H", "H", "O"],
  "coordinates": [[0.68, -3.76, -1.92], [0.77, -2.40, -1.25], [-0.57, -1.56, -1.05], [-0.18, -0.15, -1.08], [-0.49, 0.60, 0.02], [-0.52, 2.00, 0.41], [-0.51, 2.93, -0.48], [0.32, -3.88, -2.88], [0.23, -4.51, -1.21], [1.73, -4.23, -2.05], [1.38, -1.72, -1.90], [1.06, -2.35, -0.24], [-1.16, -1.86, -0.14], [-1.21, -1.93, -1.97], [0.36, 0.18, -2.06], [-1.00, 0.04, 0.88], [-0.47, 2.16, 1.48], [-0.57, 2.73, -1.59], [-0.38, 4.01, -0.21], [0.25, 3.91, 3.04], [0.68, 4.52, 1.80], [0.04, 4.07, 2.18], [0.62, 0.26, 3.32], [-0.89, 0.23, 3.64], [-0.17, 0.72, 3.25]],
  "e_tot_ha": -443.100426,
  "de_lowest_kj_mol": 296.42,
  "homo_lumo_gap_ev": 8.345,
  "total_charge": 1,
  "spin_multiplicity": 1
}

=====

{
  "formula": "C6H16NO2",
  "method": "the ωB97M-V functional and the def2-TZVPD basis",
  "symbols": ["C", "C", "C", "C", "C", "C", "N", "O", "O", "H", "H", "H", "H", "H", "H", "H", "H", "H", "H", "H", "H", "H", "H", "H", "H"],
  "coordinates": [[-0.31, 1.85, 0.88], [1.33, -0.91, 0.35], [-0.59, -0.91, 1.94], [-0.80, -1.83, -0.27], [-0.51, 0.63, 0.03], [0.59, 1.13, -1.65], [-0.11, -0.73, 0.52], [0.02, 2.26, -2.03], [0.49, 0.06, -2.43], [0.52, 1.63, 1.70], [-1.28, 2.16, 1.33], [-0.07, 2.89, 0.29], [1.73, -0.92, -0.69], [1.88, -0.09, 0.95], [1.75, -1.93, 0.65], [-1.47, -0.36, 2.27], [-0.85, -1.98, 2.01], [0.31, -0.66, 2.68], [-1.95, -1.78, -0.03], [-0.75, -1.57, -1.38], [-0.44, -2.76, -0.02], [-1.59, 0.53, -0.33], [1.51, 1.50, -1.42], [-0.76, 2.15, -2.68], [1.34, -0.38, -2.66]],
  "e_tot_ha": -443.065480,
  "de_lowest_kj_mol": 388.17,
  "homo_lumo_gap_ev": 9.802,
  "total_charge": 1,
  "spin_multiplicity": 1
}

=====

{
  "formula": "C6H16O",
  "method": "the ωB97M-V functional and the def2-TZVPD basis",
  "symbols": ["C", "C", "C", "C", "C", "H", "H", "H", "H", "H", "H", "H", "H", "H", "H", "H", "H", "C", "O", "H", "H", "H", "H"],
  "coordinates": [[2.42, 1.22, -0.28], [1.73, -0.06, -0.07], [0.28, 0.11, -0.24], [1.79, -0.51, 1.38], [2.22, -1.20, -0.93], [2.15, 1.93, -1.15], [2.19, 2.02, 0.47], [3.53, 1.10, -0.48], [-0.23, -0.85, 0.12], [0.08, 0.96, 0.62], [-0.22, 0.71, -1.12], [0.68, -1.12, 1.36], [1.68, 0.49, 1.94], [2.77, -1.01, 1.81], [3.25, -1.27, -0.76], [1.67, -2.14, -0.57], [2.16, -1.19, -2.12], [-4.97, 0.41, -0.06], [-4.02, -0.76, -0.10], [-5.58, 0.10, -0.90], [-5.65, 0.51, 0.86], [-4.45, 1.27, -0.47], [-3.47, -0.71, 0.69]],
  "smiles": "CC(C)(C)C.CO",
  "e_tot_ha": -313.311679,
  "de_lowest_kj_mol": 346.20,
  "homo_lumo_gap_ev": 11.311,
  "total_charge": 0,
  "spin_multiplicity": 1
}

=====

{
  "formula": "C6H16O2",
  "method": "the ωB97M-V functional and the def2-TZVPD basis",
  "symbols": ["C", "C", "C", "C", "C", "C", "H", "H", "H", "H", "H", "H", "H", "H", "H", "H", "H", "H", "O", "H", "H", "O", "H", "H"],
  "coordinates": [[-1.26, -3.14, -0.16], [-1.31, -1.81, -0.09], [-0.13, -1.02, 0.33], [1.08, -0.97, -0.64], [1.43, 0.45, -1.15], [0.46, 1.04, -2.15], [-0.38, -3.65, 0.25], [-2.09, -3.83, -0.23], [-2.17, -1.32, -0.52], [-0.47, -0.02, 0.57], [0.42, -1.31, 1.24], [2.03, -1.33, -0.24], [0.95, -1.64, -1.51], [2.43, 0.49, -1.58], [1.45, 1.03, -0.23], [0.56, 2.10, -2.35], [-0.60, 0.91, -1.87], [0.64, 0.61, -3.14], [1.11, 1.97, 1.84], [0.89, 1.43, 2.63], [0.55, 1.56, 1.20], [-1.75, 3.07, 2.89], [-1.20, 2.47, 2.40], [-2.65, 2.91, 2.53]],
  "smiles": "C=CCCCC.O.O",
  "e_tot_ha": -388.623416,
  "de_lowest_kj_mol": 150.45,
  "homo_lumo_gap_ev": 10.260,
  "total_charge": 0,
  "spin_multiplicity": 1
}

=====

{
  "formula": "C6H16O4",
  "method": "the ωB97M-V functional and the def2-TZVPD basis",
  "symbols": ["C", "O", "C", "O", "C", "H", "H", "H", "H", "H", "H", "H", "H", "C", "O", "C", "O", "C", "H", "H", "H", "H", "H", "H", "H", "H"],
  "coordinates": [[-0.55, 0.84, -0.39], [-0.26, 0.51, -1.74], [0.69, 1.21, -2.34], [0.36, 2.55, -2.57], [1.46, 3.33, -3.13], [-0.88, 1.88, -0.30], [0.32, 0.68, 0.27], [-1.37, 0.18, -0.04], [1.70, 1.03, -1.92], [0.67, 0.80, -3.37], [2.17, 3.61, -2.33], [1.07, 4.26, -3.59], [2.01, 2.76, -3.90], [0.23, -2.87, 0.66], [0.71, -1.90, 1.68], [-0.06, -0.74, 1.73], [-1.42, -1.15, 2.04], [-1.77, -1.70, 3.36], [-0.65, -3.37, 1.09], [1.02, -3.63, 0.52], [-0.04, -2.47, -0.33], [0.26, -0.18, 2.63], [-0.10, -0.03, 0.89], [-1.63, -1.00, 4.20], [-1.12, -2.57, 3.51], [-2.82, -2.04, 3.35]],
  "smiles": "COCOC.COCOC",
  "e_tot_ha": -538.982081,
  "de_lowest_kj_mol": 537.89,
  "homo_lumo_gap_ev": 10.416,
  "total_charge": 0,
  "spin_multiplicity": 1
}

=====

Please write out number 8 again, unchanged.
{
  "formula": "C6H16O4",
  "method": "the ωB97M-V functional and the def2-TZVPD basis",
  "symbols": ["C", "O", "C", "O", "C", "H", "H", "H", "H", "H", "H", "H", "H", "C", "O", "C", "O", "C", "H", "H", "H", "H", "H", "H", "H", "H"],
  "coordinates": [[-0.55, 0.84, -0.39], [-0.26, 0.51, -1.74], [0.69, 1.21, -2.34], [0.36, 2.55, -2.57], [1.46, 3.33, -3.13], [-0.88, 1.88, -0.30], [0.32, 0.68, 0.27], [-1.37, 0.18, -0.04], [1.70, 1.03, -1.92], [0.67, 0.80, -3.37], [2.17, 3.61, -2.33], [1.07, 4.26, -3.59], [2.01, 2.76, -3.90], [0.23, -2.87, 0.66], [0.71, -1.90, 1.68], [-0.06, -0.74, 1.73], [-1.42, -1.15, 2.04], [-1.77, -1.70, 3.36], [-0.65, -3.37, 1.09], [1.02, -3.63, 0.52], [-0.04, -2.47, -0.33], [0.26, -0.18, 2.63], [-0.10, -0.03, 0.89], [-1.63, -1.00, 4.20], [-1.12, -2.57, 3.51], [-2.82, -2.04, 3.35]],
  "smiles": "COCOC.COCOC",
  "e_tot_ha": -538.982081,
  "de_lowest_kj_mol": 537.89,
  "homo_lumo_gap_ev": 10.416,
  "total_charge": 0,
  "spin_multiplicity": 1
}

=====

Question: Number 3 is which compound?
Answer: C6H16NO